Density functional theory data (ωB97M-V/def2-TZVPD) for a single C6H6P2S2 molecule in a non-equilibrium geometry.

The value obtained for the max |F| is 0.0598 Eh/bohr. The energy relative to the best compared isomer or geometry (same formula, charge and spin) is 0.000 eV. For the HOMO-LUMO gap, the calculation gives 8.0 eV.

Geometry as ORCA input:
```
! RIJCOSX wB97M-V def2-TZVPD def2/J DEFGRID3
* xyz 0 1
S -2.44409 -1.51262 -0.51235
S -2.99143 1.15199 0.87569
P -2.70295 0.50303 -1.21876
P -2.01245 -0.64474 1.47057
C 0.58189 -1.31889 0.04363
C -0.05763 -0.30783 0.75808
C 2.26596 0.27492 -0.51377
C 0.46174 0.98864 0.94290
C 1.59857 1.28467 0.18262
C 1.79641 -1.06344 -0.52356
H 2.51429 -1.72321 -1.04082
H 3.17887 0.39539 -0.97409
H 2.05750 2.24708 0.21889
H -0.01467 -2.24542 -0.06548
H -4.10343 0.25251 -1.09721
H -0.12858 1.71790 1.45366
*
```